{"formula": "C2H3NO2", "method": "ωB97M-V/def2-TZVPD", "homo_lumo_gap_ev": 11.0, "energy_ha": -283.19124, "elements": ["O", "O", "N", "C", "C", "H", "H", "H"], "xyz": [[1.641, 1.329, -0.087], [-0.400, 0.374, -1.161], [-0.209, -0.252, 0.847], [-1.018, -0.102, -0.145], [1.068, 0.313, -0.295], [-2.083, -0.339, -0.194], [-0.447, -0.647, 1.748], [1.458, -0.647, -0.644]], "forces_ev_per_angstrom": [[-0.42, -0.57, -0.08], [-0.09, 0.03, 0.08], [-0.24, 0.03, 0.00], [0.02, -0.04, 0.09], [0.62, 0.40, -0.04], [0.13, 0.00, 0.04], [0.00, 0.05, -0.13], [-0.02, 0.09, 0.04]]}

{"formula": "C2H3NO2", "method": "ωB97M-V/def2-TZVPD", "smiles": "NC(=O)C=O", "homo_lumo_gap_ev": 9.9, "energy_ha": -283.23060, "elements": ["O", "O", "N", "C", "C", "H", "H", "H"], "xyz": [[-0.201, 1.710, -0.546], [1.251, -1.140, 0.375], [-1.145, -0.169, 0.378], [1.161, -0.175, -0.330], [-0.147, 0.573, -0.137], [2.143, 0.136, -0.690], [-2.083, 0.195, 0.330], [-0.979, -1.131, 0.620]], "forces_ev_per_angstrom": [[-0.54, 0.57, 0.36], [0.20, -2.01, 0.37], [-0.08, 0.16, 0.04], [0.40, -0.52, 2.43], [0.35, 0.55, -2.16], [-0.52, 1.15, -1.21], [0.13, 0.02, 0.13], [0.06, 0.07, 0.03]]}

{"formula": "C2H3NO2", "method": "ωB97M-V/def2-TZVPD", "smiles": "N=C=O.C=O", "homo_lumo_gap_ev": 10.7, "energy_ha": -283.14703, "elements": ["O", "O", "N", "C", "C", "H", "H", "H"], "xyz": [[0.747, 1.494, 0.198], [-0.687, 0.422, -0.719], [2.040, -0.349, -0.165], [-1.628, -0.032, -0.071], [1.324, 0.524, 0.133], [2.380, -1.294, 0.408], [-2.698, 0.324, -0.075], [-1.477, -1.089, 0.291]], "forces_ev_per_angstrom": [[-0.01, 4.56, 2.19], [-5.05, -1.58, -0.24], [4.16, -7.69, 1.27], [1.12, -1.45, -2.27], [0.56, 0.95, 0.47], [-1.55, 3.93, -2.17], [1.08, 0.45, 0.23], [-0.30, 0.82, 0.53]]}

{"formula": "C2H3NO2", "method": "ωB97M-V/def2-TZVPD", "smiles": "C#[N+][O-].C=O", "homo_lumo_gap_ev": 10.6, "energy_ha": -283.10128, "elements": ["O", "O", "N", "C", "C", "H", "H", "H"], "xyz": [[-0.711, 0.169, -0.385], [2.084, -0.978, 0.057], [-1.831, -0.082, -0.116], [2.339, 0.184, -0.035], [-2.902, -0.278, 0.268], [3.373, 0.572, -0.053], [1.555, 0.951, -0.103], [-3.908, -0.538, 0.368]], "forces_ev_per_angstrom": [[1.32, 0.27, -0.60], [0.09, -0.36, 0.04], [-1.40, -0.11, 0.86], [0.01, 0.44, 0.00], [0.75, 0.08, -0.40], [0.15, -0.14, 0.00], [-0.18, 0.02, -0.01], [-0.76, -0.20, 0.11]]}

The records above give, respectively, ΔE to the lowest compared entry with this formula, charge and spin values of 41.9; 17.2; 69.6; 98.3 kcal per mole.